Record 1
Computed, not measured: the molecule C5H11N, with ωB97M-V/def2-TZVPD.

```
17
Properties=species:S:1:pos:R:3:nbo_charge:R:1
C -1.87644 1.43836 0.72446 -0.413
N -1.27394 0.79021 -0.44922 -0.600
C -0.13240 -0.02113 -0.21683 0.186
C 0.79682 -0.16186 -1.16096 -0.285
C 2.05714 -0.97619 -0.98510 -0.638
C -0.05900 -0.88976 1.02383 -0.664
H -2.82989 1.85457 0.39535 0.201
H -2.07188 0.68425 1.48320 0.194
H -1.29175 2.24018 1.18152 0.172
H -1.00001 1.50690 -1.10822 0.365
H 0.75028 0.44167 -2.06356 0.188
H 2.64082 -0.61526 -0.13346 0.207
H 1.80667 -2.02298 -0.78580 0.205
H 2.67986 -0.95986 -1.87852 0.216
H 0.78970 -0.60364 1.64326 0.225
H -0.02969 -1.91238 0.69330 0.228
H -0.95629 -0.79308 1.63672 0.212
```

The HOMO energy comes out at -7.70 eV. The HOMO-LUMO gap comes out at 8.79 eV. Its energy relative to the best compared isomer or geometry (same formula, charge and spin) is 20.63 kcal/mol. The SMILES is C/C=C(\C)NC.



Record 2
Computed, not measured: a structure of composition C42H63CrN5O4, with ωB97M-V/def2-TZVPD.

```
115
Properties=species:S:1:pos:R:3:lowdin_charge:R:1
Cr 1.26096 -1.14584 -1.48112 0.714
C 1.83005 -4.23268 -2.33381 -0.092
N 1.19679 -3.48288 -1.24090 -0.283
C 1.84921 -3.91260 0.00738 -0.071
C -0.23621 -3.84487 -1.17196 -0.151
C -1.10696 -2.97241 -2.06948 -0.162
N -1.11857 -1.59870 -1.59019 -0.173
C -1.48535 -0.63288 -2.65389 -0.120
C -1.48870 0.79566 -2.16567 -0.145
C -2.71332 1.45172 -2.13481 -0.005
C -2.84478 2.72816 -1.62012 -0.175
C -1.67285 3.33237 -1.18222 -0.005
C -0.41708 2.73973 -1.18786 -0.065
C -0.30259 1.40000 -1.67266 -0.247
O 0.83701 0.73415 -1.67271 -0.204
C 0.71529 3.62326 -0.62578 -0.521
C 2.08774 2.95991 -0.51472 -0.066
C 0.33950 4.08076 0.79396 -0.042
C 0.87348 4.85045 -1.53796 -0.044
C -4.18070 3.44553 -1.45965 -0.560
C -4.19377 4.73438 -2.29320 -0.048
C -4.39404 3.79422 0.02285 -0.047
C -5.35708 2.57184 -1.90370 -0.071
C -1.95737 -1.43537 -0.39915 -0.096
C -1.37956 -1.69222 0.98194 -0.119
C -2.29710 -2.05905 1.95417 -0.006
C -1.98694 -2.10011 3.30522 -0.180
C -0.70083 -1.71079 3.65778 0.015
C 0.26823 -1.34114 2.73297 -0.079
C -0.04510 -1.37017 1.34046 -0.284
O 0.86030 -1.12204 0.42060 -0.218
C 1.63867 -0.85618 3.22440 -0.520
C 1.71441 -0.75244 4.75018 -0.072
C 1.90565 0.55509 2.66812 -0.039
C 2.73656 -1.83748 2.79037 -0.042
C -3.04407 -2.51571 4.32503 -0.561
C -2.53345 -2.42406 5.76400 -0.070
C -3.46676 -3.96751 4.05231 -0.051
C -4.27358 -1.60069 4.19846 -0.052
H 1.72976 -5.31291 -2.16833 0.094
H 2.89076 -3.98860 -2.38898 0.092
H 1.37830 -3.98904 -3.29004 0.065
H 1.81672 -5.00592 0.10605 0.100
H 1.34733 -3.47231 0.86312 0.073
H 2.89123 -3.59069 0.00369 0.096
H -0.58061 -3.70883 -0.14757 0.118
H -0.36838 -4.90227 -1.43516 0.130
H -2.12284 -3.39876 -2.09472 0.131
H -0.72202 -2.98310 -3.09034 0.101
H -2.48346 -0.86613 -3.05657 0.129
H -0.76595 -0.75386 -3.46323 0.098
H -3.57542 0.91813 -2.51726 0.105
H -1.74846 4.34180 -0.79339 0.097
H 2.04198 2.10200 0.15200 0.064
H 2.80082 3.68805 -0.11093 0.092
H 2.44013 2.62704 -1.48353 0.061
H 0.14325 3.21281 1.42569 0.087
H -0.54736 4.71471 0.79849 0.073
H 1.16233 4.65023 1.23439 0.085
H 1.14598 4.53527 -2.54805 0.083
H 1.66230 5.50536 -1.15697 0.084
H -0.04782 5.43011 -1.60099 0.076
H -3.41045 5.42366 -1.97391 0.076
H -5.15604 5.24227 -2.19019 0.082
H -4.03332 4.50560 -3.34848 0.088
H -3.62981 4.47857 0.39314 0.074
H -4.36018 2.88918 0.63264 0.090
H -5.36850 4.26936 0.16130 0.082
H -5.30713 2.34954 -2.97162 0.085
H -6.29386 3.09755 -1.71120 0.082
H -5.37713 1.63213 -1.34847 0.085
H -2.86826 -2.04544 -0.51042 0.128
H -2.27392 -0.39461 -0.38056 0.129
H -3.30683 -2.29507 1.62942 0.112
H -0.43568 -1.69469 4.70500 0.080
H 0.95041 -0.08010 5.14445 0.088
H 2.69075 -0.34806 5.02641 0.085
H 1.61166 -1.72890 5.22778 0.086
H 1.18717 1.25743 3.09610 0.092
H 1.78894 0.57932 1.58586 0.048
H 2.91203 0.89480 2.93948 0.087
H 2.54815 -2.82191 3.22492 0.095
H 3.71820 -1.49781 3.13580 0.089
H 2.75645 -1.94341 1.71127 0.036
H -1.67864 -3.08332 5.92686 0.085
H -3.32624 -2.72830 6.44986 0.082
H -2.24512 -1.40144 6.01486 0.087
H -2.61148 -4.63818 4.15623 0.087
H -3.86279 -4.07640 3.04206 0.075
H -4.23993 -4.28017 4.75937 0.082
H -3.97924 -0.55250 4.27558 0.090
H -4.99108 -1.81776 4.99388 0.081
H -4.78069 -1.74055 3.24309 0.074
O 4.09879 -0.57227 -0.05472 -0.053
C 4.82037 0.64758 -0.04156 -0.223
N 6.01789 0.51157 -0.82012 0.114
C 6.06897 0.51613 -2.18138 -0.444
O 7.10528 0.41623 -2.80293 0.097
C 4.73619 0.65094 -2.86207 -0.098
C 4.41520 1.83547 -3.52735 0.042
C 3.20915 1.89424 -4.20456 -0.008
C 2.35956 0.81545 -4.18656 -0.001
N 2.65336 -0.29716 -3.47569 -0.051
C 3.85443 -0.39612 -2.87487 0.030
H 3.30362 -0.46979 0.49158 0.047
H 5.10736 0.91707 0.97683 0.137
H 4.20860 1.44877 -0.45972 0.107
H 6.88978 0.32090 -0.35247 0.154
H 5.09595 2.67500 -3.50450 0.138
H 2.92945 2.77959 -4.75798 0.122
H 1.41906 0.79021 -4.71312 0.141
H 4.06663 -1.34913 -2.41246 0.147
N 1.32546 -1.72557 -4.58604 0.125
C 1.68714 -1.37398 -3.42371 -0.365
H 0.59466 -2.42841 -4.58314 0.029
```

The HOMO energy (alpha / beta) comes out at -6.78 / -6.97 eV. Its spin multiplicity is 5. The HOMO-LUMO gap (alpha / beta) comes out at 6.02 / 6.13 eV. Its energy relative to the best compared isomer or geometry (same formula, charge and spin) is 59.48 kcal/mol. The expectation value of S² is 6.02.



Record 3
Computed, not measured: a cluster of 11 separate species, C44H73F15O22 in total, with ωB97M-V/def2-TZVPD.

```
154
Properties=species:S:1:pos:R:3:lowdin_charge:R:1
O 0.84306 -0.33748 -3.25412 0.096
C -0.06132 0.14547 -3.87162 -0.534
O -1.11931 -0.50488 -4.44370 -0.027
C -0.92774 -1.93661 -4.55565 -0.200
C -0.29178 -2.30989 -5.86632 -0.064
C -0.19542 1.56498 -4.17300 0.039
H -1.90394 -2.34642 -4.44529 0.114
H -0.18938 -2.22536 -3.79363 0.114
H -0.99040 -2.06856 -6.64431 0.070
H 0.03930 -3.37333 -5.93007 0.097
H 0.59016 -1.74457 -6.09422 0.069
H -1.20535 1.97353 -3.88376 0.098
H -0.18188 1.73607 -5.20627 0.090
H 0.56818 2.08809 -3.58705 0.067
O 0.01569 -6.84915 -0.59110 0.076
C 0.62498 -6.57885 -1.61775 -0.532
O 0.70164 -7.38777 -2.67220 -0.020
C -0.02655 -8.64146 -2.68979 -0.206
C 0.03346 -9.14935 -4.12311 -0.069
C 1.47780 -5.34800 -1.78679 0.023
H -1.06048 -8.41758 -2.34461 0.129
H 0.33639 -9.34920 -1.94341 0.122
H -0.68175 -9.94486 -4.29000 0.071
H 1.02821 -9.46649 -4.41501 0.074
H -0.32605 -8.36363 -4.80022 0.082
H 2.40239 -5.37920 -1.13684 0.109
H 0.93838 -4.43025 -1.41907 0.084
H 1.79965 -5.17331 -2.78016 0.058
O 5.24952 1.11517 -1.24693 0.085
C 5.98793 1.00261 -2.21129 -0.491
O 5.99806 -0.18497 -2.90559 -0.032
C 5.19476 -1.24332 -2.41213 -0.235
C 5.32208 -2.46097 -3.36695 -0.050
C 6.80975 1.97359 -2.93824 0.031
H 4.15088 -0.90671 -2.40027 0.114
H 5.42732 -1.46728 -1.34829 0.115
H 4.67037 -3.29414 -3.09440 0.066
H 6.36028 -2.82278 -3.42726 0.075
H 5.07632 -2.10267 -4.39728 0.086
H 7.37336 1.39648 -3.62912 0.078
H 7.50794 2.51026 -2.23222 0.124
H 6.17618 2.63225 -3.49363 0.074
O -2.82128 -3.14447 4.54837 0.092
C -2.03730 -3.58112 5.34020 -0.593
O -1.68491 -4.86563 5.33225 -0.003
C -2.29980 -5.66861 4.27744 -0.226
C -1.57742 -6.96574 4.19372 -0.086
C -1.53696 -2.86601 6.52553 0.027
H -2.19142 -5.21151 3.30158 0.106
H -3.36058 -5.82550 4.56218 0.139
H -1.62351 -7.52580 5.14038 0.081
H -0.52153 -6.75370 3.94179 0.087
H -1.97785 -7.66122 3.43954 0.088
H -1.59577 -1.82470 6.25429 0.077
H -0.52321 -3.13647 6.82153 0.094
H -2.21405 -3.09596 7.36707 0.109
O -4.31356 -1.84066 -2.75706 0.101
C -3.94954 -1.45335 -1.67347 -0.539
O -3.55600 -0.20083 -1.50685 -0.026
C -3.69731 0.70897 -2.59478 -0.213
C -3.37557 2.06119 -2.03815 -0.040
C -3.88884 -2.17861 -0.36306 0.034
H -4.66229 0.54115 -3.09531 0.134
H -3.00887 0.35559 -3.39769 0.112
H -4.23899 2.40377 -1.49387 0.079
H -3.04980 2.76055 -2.80969 0.066
H -2.54343 1.98721 -1.32916 0.067
H -3.99461 -3.26098 -0.57019 0.102
H -4.65667 -1.94059 0.37482 0.092
H -2.94509 -2.01108 0.13670 0.056
O -0.55702 -2.74617 -0.13598 0.112
C 0.13362 -2.54388 0.79356 -0.541
O 0.96224 -1.50311 0.81610 -0.042
C 1.06834 -0.74241 -0.42638 -0.162
C -0.09489 0.26791 -0.34157 -0.050
C 0.08595 -3.15916 2.23064 0.064
H 0.90541 -1.42267 -1.26136 0.099
H 2.07650 -0.27309 -0.45876 0.115
H 0.03307 0.96334 -1.22199 0.082
H -0.02268 0.85112 0.57852 0.053
H -1.06406 -0.18858 -0.34049 0.050
H 1.06470 -3.05741 2.67251 0.057
H -0.22209 -4.24411 2.27619 0.101
H -0.61209 -2.48912 2.75962 0.076
C 2.36450 1.86600 1.49447 -0.052
C 3.75115 1.30728 1.71264 -0.107
O 3.98192 -0.08892 1.15620 0.029
C 3.62801 -1.04910 1.94780 -0.435
O 3.16366 -0.91762 3.06862 0.139
C 3.93407 -2.37192 1.22920 -0.473
F 3.70587 -2.35887 -0.09580 0.150
F 5.28826 -2.74223 1.39710 0.100
F 3.22797 -3.34639 1.77733 0.171
H 1.56113 1.31396 2.03352 0.089
H 2.08838 1.83298 0.43728 0.042
H 2.30119 2.84223 1.92229 0.082
H 4.00035 1.25661 2.74800 0.110
H 4.51100 1.88422 1.17890 0.117
C 2.51366 2.78452 -1.87936 -0.077
C 3.08552 3.62068 -2.97069 -0.142
O 3.16171 5.02949 -2.49124 0.066
C 2.68621 5.91116 -3.32810 -0.424
O 2.32735 5.80251 -4.47659 0.150
C 2.55789 7.31948 -2.65285 -0.488
F 1.79063 8.18414 -3.35810 0.144
F 1.98691 7.20459 -1.42159 0.134
F 3.76620 7.90800 -2.56911 0.153
H 3.20285 2.76720 -1.06678 0.057
H 2.49455 1.74967 -2.25290 0.094
H 1.55040 3.11497 -1.55072 0.040
H 2.48869 3.57060 -3.88742 0.118
H 4.03834 3.23605 -3.24381 0.097
C -3.80423 4.53256 6.70578 -0.071
C -2.82270 4.66716 5.64045 -0.172
O -1.65447 3.84885 6.04628 0.059
C -0.75061 3.48804 5.20764 -0.472
O -0.65282 3.68723 4.06506 0.181
C 0.43888 2.91045 5.98695 -0.519
F 0.02940 2.03261 6.96447 0.125
F 1.37723 2.33086 5.20677 0.151
F 1.04341 3.86502 6.64769 0.192
H -4.69511 5.10837 6.43673 0.100
H -3.42404 4.88943 7.64119 0.083
H -4.16737 3.53999 6.74466 0.078
H -2.43141 5.69050 5.43639 0.150
H -3.30272 4.26857 4.72948 0.101
C -2.15554 0.22005 3.40771 -0.049
C -2.47378 1.08811 2.23826 -0.164
O -3.93985 1.09285 2.03357 0.024
C -4.65769 2.05423 2.63397 -0.383
O -4.28333 2.99771 3.24712 0.169
C -6.12440 1.89093 2.21168 -0.526
F -6.34541 2.02580 0.88361 0.156
F -6.61250 0.71637 2.60331 0.170
F -6.90270 2.79664 2.83465 0.148
H -1.13984 -0.02843 3.47432 0.060
H -2.72224 -0.70361 3.19523 0.088
H -2.48614 0.56792 4.39236 0.092
H -2.14602 0.60833 1.26338 0.115
H -2.05999 2.10917 2.28323 0.105
C -1.21341 4.65907 0.93723 -0.048
C -0.60219 4.30460 -0.37345 -0.184
O -1.30758 5.07889 -1.39255 0.061
C -0.86387 4.91809 -2.60897 -0.378
O 0.15173 4.41094 -3.04283 0.120
C -1.77501 5.52708 -3.73863 -0.532
F -1.39738 6.79829 -3.79975 0.184
F -1.42503 4.83869 -4.82313 0.173
F -3.08886 5.46340 -3.42343 0.154
H -0.77048 4.10675 1.78497 0.061
H -2.29282 4.57346 0.95752 0.088
H -0.87956 5.67350 1.14559 0.090
H -0.74301 3.26467 -0.60223 0.095
H 0.46155 4.60756 -0.44664 0.134
```

The HOMO energy comes out at -10.27 eV. The HOMO-LUMO gap comes out at 10.75 eV. The SMILES is CCOC(=O)C(F)(F)F.CCOC(=O)C(F)(F)F.CCOC(=O)C(F)(F)F.CCOC(=O)C(F)(F)F.CCOC(=O)C(F)(F)F.CCOC(C)=O.CCOC(C)=O.CCOC(C)=O.CCOC(C)=O.CCOC(C)=O.CCOC(C)=O.